# 1
The following is a DFT calculation (the ωB97M-V functional and the def2-TZVPD basis) of an isolated molecule of CH2NOP.

## Properties
- Relative energy (zero: lowest compared OMol25 entry of this formula, charge and spin): 438.46 kJ/mol
- Gap between HOMO and LUMO (alpha / beta): 0.278 / 0.279 Ha
- Highest occupied orbital energy (alpha / beta): -9.023 / -9.024 eV

Structure (ORCA input):
```
! wB97M-V def2-TZVPD RIJCOSX def2/J DEFGRID3
* xyz 0 1
C 0.9760 0.5458 0.2858
N -0.6196 -1.8748 0.1765
O 2.0709 0.5973 -0.0305
P -0.6717 -0.3761 0.0603
H -0.5823 0.3087 -1.2077
H -1.1732 0.7991 0.7156
*
```



# 2
The following is a DFT calculation (the ωB97M-V functional and the def2-TZVPD basis) of a cluster of 2 separate species, C5H10O in total.

## Properties
- SMILES string: C=C(C)C.C=O
- Relative energy (zero: lowest compared OMol25 entry of this formula, charge and spin): 140.92 kJ/mol
- Gap between HOMO and LUMO: 0.383 Ha
- Highest occupied orbital energy: -9.449 eV

Structure (ORCA input):
```
! wB97M-V def2-TZVPD RIJCOSX def2/J DEFGRID3
* xyz 0 1
C 0.7835 -0.8443 1.0713
C 0.4026 -0.6321 -0.1903
C 1.1386 0.3115 -1.1047
C -0.8274 -1.2750 -0.7706
H 1.6574 -0.3533 1.4935
H 0.2464 -1.5350 1.7167
H 0.4330 0.9890 -1.6015
H 1.6648 -0.2450 -1.8911
H 1.8761 0.9137 -0.5639
H -1.6319 -0.5291 -0.8250
H -1.1756 -2.1133 -0.1597
H -0.6514 -1.6349 -1.7917
C -0.9740 1.7326 1.1584
O -1.7491 1.7426 0.2342
H 0.0260 2.2003 1.0907
H -1.2189 1.2725 2.1336
*
```



# 3
The following is a DFT calculation (the ωB97M-V functional and the def2-TZVPD basis) of a structure of composition C17H13N4NaO4.

## Properties
- Gap between HOMO and LUMO: 0.314 Ha
- Highest occupied orbital energy: -8.237 eV

Structure (ORCA input):
```
! wB97M-V def2-TZVPD RIJCOSX def2/J DEFGRID3
* xyz 0 1
Na 0.1614 -0.2952 0.2280
O 0.8816 4.9616 1.8126
C 0.5672 3.6661 1.6000
O -0.5286 3.3137 1.2614
C 1.7766 2.7776 1.7129
C 2.9862 3.2766 2.1502
C 4.0676 2.4024 2.2271
C 3.8962 1.0863 1.8592
C 2.6294 0.6642 1.4659
N 1.5888 1.4959 1.3902
C 2.3404 -0.7712 1.0327
O 3.0944 -1.2289 0.1635
O 1.3043 -1.2853 1.5469
H 0.0550 5.4546 1.6952
H 3.0804 4.3181 2.4201
H 5.0323 2.7593 2.5650
H 4.7121 0.3761 1.8648
N -0.3436 -0.2544 -3.3996
C 0.2712 -1.4342 -2.9545
C 0.8546 -2.2629 -3.9159
C 1.4717 -3.4223 -3.4948
C 1.4915 -3.7391 -2.1417
C 0.8908 -2.8539 -1.2741
N 0.2902 -1.7160 -1.6622
C -1.1117 0.6899 -2.7267
C -1.7353 1.6875 -3.4900
C -2.5028 2.6323 -2.8486
C -2.6542 2.5771 -1.4647
C -2.0013 1.5625 -0.8056
N -1.2301 0.6380 -1.4056
H -0.3052 -0.1222 -4.3935
H 0.8250 -1.9913 -4.9649
H 1.9431 -4.0742 -4.2202
H 1.9803 -4.6287 -1.7690
H 0.9170 -3.0223 -0.2031
H -1.6103 1.7053 -4.5666
H -2.9842 3.4140 -3.4235
H -3.2435 3.3019 -0.9198
H -2.0655 1.4939 0.2759
*
```



# 4
The following is a DFT calculation (the ωB97M-V functional and the def2-TZVPD basis) of a cluster of 3 separate species, C4H10NO3 in total.

## Properties
- Relative energy (zero: lowest compared OMol25 entry of this formula, charge and spin): 598.97 kJ/mol
- Gap between HOMO and LUMO: 0.268 Ha
- Highest occupied orbital energy: -4.556 eV

Structure (ORCA input):
```
! wB97M-V def2-TZVPD RIJCOSX def2/J DEFGRID3
* xyz -1 1
C 0.7366 0.5906 -0.7453
C 1.0130 0.3083 0.7894
N 1.1322 -0.7729 2.2305
C 1.4993 -1.1529 0.9274
C -1.8785 1.0383 -2.5238
O -2.1848 1.2743 -1.3334
O -0.9987 1.6260 -3.2228
H 1.6831 0.7403 -1.2463
H -0.0062 1.4049 -0.8274
H 0.1309 -0.2782 -1.2052
H 1.8916 1.0409 0.9324
H 0.0430 0.5432 1.0921
H 2.5398 -1.4344 0.8814
H 0.8433 -1.8057 0.3210
H -2.5131 0.3327 -3.0473
H -0.5613 -1.0799 2.6505
H -1.7414 -1.1899 1.6910
O -1.6287 -1.1858 2.6357
*
```



Maximum force (eV Å⁻¹)
4.515 0.504 1.618 4.874